Entry from OMol25: an isolated ion of composition C2H7FN3 and charge +1 at a distorted geometry (ωB97M-V/def2-TZVPD).

Atoms and positions in Å:
H1 -0.57 -2.62 0.13
N1 -0.74 -1.72 -0.13
C1 -0.15 -0.66 -0.11
N2 1.39 -0.65 0.43
N3 -0.42 0.65 -0.47
C2 -1.60 1.64 -1.06
F1 -1.26 2.85 -0.74
H2 1.89 -0.70 -0.42
H3 1.63 0.11 0.94
H4 1.38 -1.48 0.97
H5 0.21 1.31 -0.13
H6 -1.49 1.62 -2.13
H7 -2.45 1.18 -0.69

Computed properties:
Molecular weight in g/mol: 92.1
Charge: +1
SMILES string: [H]/N=C(\[NH3+])NCF
E_tot in eV: -9366.30575
E_LUMO in eV: -3.7
Orbital gap in eV: 10.835
Energy relative to the best compared isomer or geometry (same formula, charge and spin) in kJ/mol: 53.0
Largest force on an atom in eV/A: 4.4
E_HOMO in eV: -14.57

Entry from OMol25: a 8-piece molecular cluster, C24H48O24 overall at a distorted geometry (ωB97M-V/def2-TZVPD).

Atoms and positions in Å:
C1 1.94 -3.85 0.90
O1 1.89 -4.17 -0.49
C2 2.51 -3.46 -1.40
O2 3.27 -2.53 -1.24
O3 2.17 -3.96 -2.58
C3 2.49 -3.25 -3.77
H1 2.39 -2.87 0.98
H2 2.43 -4.61 1.49
H3 0.95 -3.72 1.33
H4 2.14 -2.21 -3.67
H5 2.02 -3.70 -4.63
H6 3.58 -3.18 -3.79
C4 -0.96 -0.70 -4.78
O4 -0.08 -0.31 -5.82
C5 0.54 -1.22 -6.54
O5 0.49 -2.41 -6.37
O6 1.24 -0.61 -7.48
C6 2.17 -1.39 -8.22
H7 -1.47 -1.62 -5.06
H8 -1.71 0.06 -4.61
H9 -0.36 -0.93 -3.89
H10 1.62 -2.01 -8.93
H11 2.84 -1.94 -7.57
H12 2.77 -0.67 -8.79
C7 1.02 -0.13 1.47
O7 0.27 0.97 0.98
C8 -0.21 0.90 -0.25
O8 -0.07 -0.04 -1.00
O9 -0.91 1.98 -0.49
C9 -1.56 2.12 -1.74
H13 0.73 -1.03 0.94
H14 0.89 -0.35 2.52
H15 2.09 0.04 1.43
H16 -1.41 3.15 -2.06
H17 -2.62 1.90 -1.68
H18 -1.10 1.50 -2.52
C10 -4.62 1.47 0.90
O10 -3.68 0.42 0.85
C11 -3.74 -0.46 -0.15
O11 -4.34 -0.31 -1.18
O12 -2.94 -1.47 0.19
C12 -2.82 -2.53 -0.77
H19 -4.18 2.21 1.57
H20 -5.56 1.19 1.40
H21 -4.82 1.83 -0.11
H22 -3.76 -3.09 -0.75
H23 -2.03 -3.25 -0.60
H24 -2.81 -2.07 -1.76
C13 -1.97 -4.09 6.68
O13 -1.53 -2.87 6.11
C14 -2.01 -2.53 4.91
O14 -2.89 -3.07 4.31
O15 -1.25 -1.51 4.49
C15 -1.41 -1.20 3.10
H25 -2.60 -4.65 5.99
H26 -2.57 -3.89 7.56
H27 -1.12 -4.72 6.96
H28 -1.08 -0.18 2.94
H29 -2.44 -1.30 2.78
H30 -0.81 -1.83 2.44
C16 0.99 -4.75 4.25
O16 1.65 -3.89 5.16
C17 2.10 -2.71 4.75
O17 1.94 -2.29 3.63
O18 2.71 -2.16 5.78
C18 3.18 -0.82 5.68
H31 -0.01 -4.40 4.00
H32 0.92 -5.72 4.73
H33 1.59 -4.89 3.36
H34 2.82 -0.29 6.55
H35 2.87 -0.26 4.80
H36 4.27 -0.86 5.64
C19 -6.08 9.39 -3.72
O19 -5.05 8.52 -3.26
C20 -4.96 7.35 -3.86
O20 -5.48 7.01 -4.88
O21 -4.16 6.55 -3.13
C21 -3.88 5.29 -3.70
H37 -6.54 9.83 -2.83
H38 -6.90 8.76 -4.09
H39 -5.80 10.15 -4.44
H40 -3.64 4.58 -2.91
H41 -2.94 5.35 -4.25
H42 -4.69 4.89 -4.30
C22 5.89 -0.01 1.57
O22 6.39 1.12 2.28
C23 5.96 2.34 2.05
O23 5.23 2.69 1.16
O24 6.35 3.13 3.05
C24 5.83 4.44 3.09
H43 6.13 -0.89 2.14
H44 6.31 0.00 0.56
H45 4.84 0.20 1.35
H46 6.57 5.07 2.58
H47 5.75 4.83 4.11
H48 4.86 4.57 2.62

Computed properties:
Molecular weight in g/mol: 720.6
SMILES string: COC(=O)OC.COC(=O)OC.COC(=O)OC.COC(=O)OC.COC(=O)OC.COC(=O)OC.COC(=O)OC.COC(=O)OC
E_tot in eV: -74805.11687
E_LUMO in eV: 0.5
Orbital gap in eV: 11.169
Energy relative to the best compared isomer or geometry (same formula, charge and spin) in kJ/mol: 157.3
Largest force on an atom in eV/A: 2.3
E_HOMO in eV: -10.63

Entry from OMol25: a 9-piece molecular cluster, C24H40F7O13PS overall at a distorted geometry (ωB97M-V/def2-TZVPD).

Atoms and positions in Å:
C1 -0.98 -0.61 3.75
C2 -1.12 -0.73 2.57
C3 -1.33 -1.22 1.24
C4 -2.50 -1.68 0.77
P1 -4.00 -1.69 1.86
C5 -5.43 -2.20 0.84
O1 -4.34 -0.10 2.23
C6 -2.61 -2.15 -0.66
O2 -3.25 -3.11 -1.00
C7 -1.78 -1.31 -1.62
C8 -2.22 -0.98 -2.95
C9 -1.37 -0.16 -3.68
C10 -0.18 0.33 -3.17
C11 0.25 0.01 -1.89
S1 1.78 0.80 -1.47
O3 2.74 0.53 -2.51
O4 1.51 2.22 -1.45
C12 2.56 0.47 0.17
F1 3.34 1.57 0.33
F2 1.67 0.59 1.18
C13 3.54 -0.75 0.35
F3 3.27 -1.38 1.51
F4 4.80 -0.28 0.52
C14 3.68 -1.85 -0.78
F5 4.63 -1.46 -1.64
F6 4.16 -2.96 -0.18
F7 2.56 -2.20 -1.40
C15 -0.57 -0.84 -1.14
C16 -0.19 -1.29 0.24
O5 0.85 -1.78 0.58
H1 -0.86 -0.46 4.81
H2 -5.61 -1.58 -0.04
H3 -5.35 -3.25 0.57
H4 -6.32 -2.11 1.48
H5 -3.54 0.43 2.17
H6 -3.16 -1.34 -3.35
H7 -1.66 0.13 -4.69
H8 0.41 1.00 -3.80
C17 0.20 3.49 1.01
O6 -0.09 3.15 2.36
H9 -0.31 4.43 0.77
H10 1.28 3.63 0.87
H11 -0.15 2.72 0.33
H12 0.36 2.33 2.56
C18 6.69 1.86 2.62
O7 6.90 0.52 2.18
H13 7.34 2.04 3.47
H14 6.95 2.57 1.82
H15 5.65 2.00 2.92
H16 6.31 0.39 1.42
C19 -2.92 1.90 -0.63
O8 -3.93 1.12 -1.25
H17 -2.20 1.22 -0.18
H18 -2.42 2.52 -1.37
H19 -3.36 2.53 0.15
H20 -4.55 1.74 -1.64
C20 3.39 -1.84 4.70
O9 2.42 -1.44 5.67
H21 2.98 -1.67 3.72
H22 4.31 -1.25 4.81
H23 3.63 -2.90 4.82
H24 2.80 -1.59 6.54
C21 -0.85 5.20 -2.54
O10 -0.97 3.78 -2.59
H25 -1.83 5.61 -2.29
H26 -0.14 5.49 -1.76
H27 -0.53 5.60 -3.50
H28 -0.10 3.43 -2.80
C22 4.60 4.78 2.01
O11 4.85 4.47 0.64
H29 4.96 5.79 2.20
H30 3.53 4.74 2.22
H31 5.14 4.09 2.66
H32 4.53 3.58 0.49
C23 -0.89 -4.55 -3.55
O12 -0.26 -3.30 -3.79
H33 -1.69 -4.67 -4.28
H34 -0.18 -5.37 -3.67
H35 -1.32 -4.58 -2.55
H36 0.45 -3.21 -3.14
C24 -7.67 -5.05 -1.91
O13 -7.08 -3.99 -1.16
H37 -8.75 -4.89 -1.94
H38 -7.28 -5.06 -2.93
H39 -7.47 -6.02 -1.43
H40 -6.14 -4.15 -1.13

Computed properties:
Molecular weight in g/mol: 732.6
SMILES string: C#CC1=C(P(C)O)C(=O)c2cccc(S(=O)(=O)C(F)(F)C(F)(F)C(F)(F)F)c2C1=O.CO.CO.CO.CO.CO.CO.CO.CO
E_tot in eV: -91292.58101
E_LUMO in eV: -1.6
Orbital gap in eV: 6.734
Largest force on an atom in eV/A: 4.2
E_HOMO in eV: -8.30

Entry from OMol25: C8H10N3OP3 as an isolated structure at a distorted geometry (ωB97M-V/def2-TZVPD).

Atoms and positions in Å:
C1 -4.00 -1.79 -0.78
C2 -2.78 -2.45 -0.97
C3 -4.09 -0.87 0.19
C4 -1.68 -2.10 -0.19
C5 -3.06 -0.56 1.14
C6 -1.83 -1.21 0.85
C7 2.75 3.16 -0.20
C8 3.38 2.01 -0.01
N1 3.07 -1.23 1.70
N2 4.32 -0.47 -0.55
N3 0.45 -1.56 1.37
O1 -0.71 -0.81 1.53
P1 4.43 -1.37 0.90
P2 1.77 -0.60 0.95
P3 2.99 0.60 -0.99
H1 -4.80 -2.07 -1.46
H2 -2.60 -3.05 -1.80
H3 -5.07 -0.35 0.44
H4 -0.65 -2.33 -0.40
H5 -3.15 -0.10 2.12
H6 2.92 4.04 0.30
H7 1.78 3.20 -0.74
H8 4.03 1.86 0.86
H9 4.96 -0.54 -1.34
H10 1.31 0.51 1.58

Computed properties:
Molecular weight in g/mol: 257.1
E_tot in eV: -42837.84952
E_LUMO (spin up / spin down) in eV: -0.9 / -0.9
Orbital gap (spin up / spin down) in eV: 6.487 / 6.485
Energy relative to the best compared isomer or geometry (same formula, charge and spin) in kJ/mol: 319.2
Largest force on an atom in eV/A: 5.5
E_HOMO (spin up / spin down) in eV: -7.37 / -7.36

Entry from OMol25: a 2-piece molecular cluster, C5H9NO overall (ωB97M-V/def2-TZVPD).

Atoms and positions in Å:
N1 -1.43 2.22 0.19
C1 -0.62 1.29 -0.10
C2 0.41 0.86 0.92
C3 0.85 -0.58 0.78
C4 0.77 -1.16 -0.52
C5 -0.32 -0.68 -1.40
O1 -0.54 0.75 -1.34
H1 -2.01 2.41 -0.63
H2 1.32 1.43 0.71
H3 0.06 1.11 1.92
H4 -0.24 -1.20 1.78
H5 1.68 -0.89 1.41
H6 1.43 -1.97 -0.81
H7 0.03 -1.53 0.72
H8 -1.30 -1.14 -1.17
H9 -0.10 -0.90 -2.45

Computed properties:
Molecular weight in g/mol: 99.1
E_tot in eV: -8863.19650
E_LUMO in eV: 0.7
Orbital gap in eV: 8.337
Energy relative to the best compared isomer or geometry (same formula, charge and spin) in kJ/mol: 580.5
Largest force on an atom in eV/A: 0.4
E_HOMO in eV: -7.62

Entry from OMol25: C20H39AlN4O4 as an isolated structure (ωB97M-V/def2-TZVPD).

Atoms and positions in Å:
Al1 -0.80 -0.14 0.90
C1 -1.67 -3.41 -2.16
C2 -1.35 -1.97 -1.73
C3 -0.31 -1.42 -2.75
C4 -0.31 0.07 -3.16
C5 -1.66 0.58 -3.61
C6 0.79 0.34 -4.16
N1 0.04 0.75 -1.83
C7 0.05 2.22 -1.56
C8 0.48 2.47 -0.12
N2 -0.33 1.90 1.02
C9 -1.71 2.50 0.97
C10 -2.53 1.75 -0.07
O1 -3.42 2.23 -0.70
O2 -2.10 0.48 -0.19
C11 0.33 2.21 2.38
C12 1.27 3.42 2.37
C13 0.88 0.95 3.06
C14 1.87 0.01 2.36
C15 2.31 -1.02 3.40
C16 3.11 0.69 1.79
N3 1.14 -0.67 1.16
C17 1.04 -2.17 1.23
C18 0.31 -2.68 0.00
N4 -0.94 -1.91 -0.25
C19 -2.07 -2.50 0.57
C20 -1.98 -2.15 2.06
O3 -2.33 -2.90 2.91
O4 -1.49 -0.91 2.29
H1 -2.06 -3.39 -3.18
H2 -2.43 -3.88 -1.55
H3 -0.78 -4.04 -2.16
H4 -2.25 -1.37 -1.77
H5 -0.48 -1.97 -3.68
H6 0.71 -1.69 -2.46
H7 -1.99 -0.02 -4.46
H8 -1.59 1.62 -3.96
H9 -2.42 0.53 -2.83
H10 0.58 -0.21 -5.08
H11 1.77 0.02 -3.80
H12 0.84 1.40 -4.42
H13 0.93 0.36 -1.53
H14 -0.75 0.41 -1.24
H15 -0.94 2.60 -1.81
H16 0.77 2.70 -2.22
H17 0.51 3.56 0.00
H18 1.51 2.13 0.00
H19 -1.69 3.57 0.77
H20 -2.19 2.34 1.94
H21 -0.51 2.50 3.01
H22 2.19 3.26 1.80
H23 1.56 3.62 3.40
H24 0.78 4.32 2.01
H25 0.04 0.34 3.40
H26 1.35 1.29 3.98
H27 2.86 -0.49 4.18
H28 2.99 -1.76 2.98
H29 1.47 -1.52 3.87
H30 3.61 1.28 2.57
H31 2.91 1.36 0.96
H32 3.83 -0.06 1.45
H33 1.74 -0.49 0.35
H34 0.52 -2.43 2.15
H35 2.03 -2.62 1.27
H36 0.09 -3.74 0.13
H37 0.95 -2.60 -0.87
H38 -2.10 -3.58 0.47
H39 -3.00 -2.08 0.19

Computed properties:
Molecular weight in g/mol: 426.5
Charge: +2
E_tot in eV: -42111.35073
E_LUMO in eV: -5.9
Orbital gap in eV: 10.036
Largest force on an atom in eV/A: 0.3
E_HOMO in eV: -15.94

Entry from OMol25: a 10-piece molecular cluster, C45H55F5O13 overall at a distorted geometry (ωB97M-V/def2-TZVPD).

Atoms and positions in Å:
C1 0.75 6.01 1.61
O1 1.03 5.72 0.27
C2 1.59 4.56 -0.04
O2 2.08 3.82 0.76
O3 1.47 4.31 -1.32
C3 1.86 3.00 -1.75
H1 1.10 5.24 2.33
H2 -0.28 6.34 1.74
H3 1.46 6.81 1.89
H4 2.73 2.59 -1.20
H5 2.14 3.17 -2.82
H6 1.06 2.34 -1.56
C4 2.86 -2.43 -0.90
O4 2.63 -1.20 -0.24
C5 3.63 -0.76 0.52
O5 4.70 -1.27 0.65
O6 3.31 0.39 1.01
C6 4.17 0.96 1.94
H7 3.59 -2.21 -1.69
H8 1.91 -2.81 -1.29
H9 3.29 -3.14 -0.18
H10 3.58 1.36 2.74
H11 4.66 1.79 1.41
H12 4.95 0.28 2.24
C7 6.30 0.84 -1.49
O7 4.91 0.97 -1.87
C8 4.50 0.03 -2.67
O8 5.15 -0.96 -2.99
O9 3.23 0.30 -2.99
C9 2.72 -0.38 -4.11
H13 6.78 1.80 -1.40
H14 6.92 0.28 -2.23
H15 6.47 0.27 -0.57
H16 1.70 -0.07 -4.25
H17 2.81 -1.44 -4.02
H18 3.38 -0.11 -4.94
C10 0.19 0.99 0.57
O10 -0.33 -0.34 0.59
C11 -0.57 -0.84 -0.65
O11 -0.44 -0.33 -1.71
O12 -0.90 -2.14 -0.43
C12 -1.21 -2.85 -1.64
H19 0.34 1.18 1.60
H20 -0.54 1.62 0.09
H21 1.13 0.91 0.07
H22 -0.25 -3.12 -2.13
H23 -1.78 -2.15 -2.29
H24 -1.71 -3.76 -1.40
F1 -4.36 -1.43 -1.61
C13 -4.89 -0.97 -0.50
C14 -6.24 -0.59 -0.53
C15 -6.81 -0.10 0.65
C16 -6.08 0.00 1.78
C17 -4.73 -0.47 1.84
C18 -4.15 -0.94 0.69
H25 -6.72 -0.72 -1.47
H26 -7.88 0.24 0.68
H27 -6.47 0.39 2.74
H28 -4.20 -0.41 2.78
H29 -3.15 -1.29 0.67
F2 0.83 3.21 3.68
C19 -0.23 2.50 4.10
C20 -1.36 3.21 4.51
C21 -2.38 2.44 5.01
C22 -2.30 1.04 5.14
C23 -1.14 0.44 4.69
C24 -0.05 1.14 4.19
H30 -1.40 4.30 4.35
H31 -3.21 3.06 5.32
H32 -3.09 0.52 5.60
H33 -1.01 -0.62 4.72
H34 0.92 0.69 3.94
F3 -1.55 -6.33 -3.59
C25 -0.20 -6.46 -3.46
C26 0.66 -6.39 -4.53
C27 2.01 -6.45 -4.25
C28 2.53 -6.62 -2.97
C29 1.70 -6.79 -1.88
C30 0.32 -6.63 -2.15
H35 0.28 -6.20 -5.56
H36 2.69 -6.43 -5.05
H37 3.55 -6.73 -2.75
H38 2.00 -6.73 -0.86
H39 -0.46 -6.57 -1.39
F4 -1.08 4.31 -2.95
C31 -2.13 3.47 -2.84
C32 -3.38 4.07 -2.69
C33 -4.47 3.21 -2.59
C34 -4.27 1.85 -2.49
C35 -3.05 1.27 -2.79
C36 -1.96 2.09 -2.99
H40 -3.48 5.11 -2.73
H41 -5.43 3.63 -2.54
H42 -5.15 1.21 -2.44
H43 -2.89 0.15 -2.79
H44 -1.00 1.70 -3.25
F5 4.56 -2.68 4.16
C37 3.50 -3.06 3.40
C38 2.34 -2.37 3.48
C39 1.30 -2.86 2.64
C40 1.49 -3.95 1.85
C41 2.74 -4.64 1.79
C42 3.71 -4.17 2.60
H45 2.20 -1.62 4.27
H46 0.33 -2.43 2.62
H47 0.74 -4.32 1.23
H48 2.99 -5.39 1.05
H49 4.70 -4.59 2.71
C43 -2.22 3.67 0.65
C44 -3.58 4.31 1.18
C45 -4.73 3.42 1.56
O13 -3.60 5.50 1.35
H50 -1.71 3.08 1.38
H51 -1.60 4.59 0.40
H52 -2.41 2.99 -0.21
H53 -4.77 2.47 1.07
H54 -5.68 3.96 1.47
H55 -4.52 3.18 2.66

Computed properties:
Molecular weight in g/mol: 898.9
SMILES string: COC(=O)OC.COC(=O)OC.COC(=O)OC.COC(=O)OC.Fc1ccccc1.Fc1ccccc1.Fc1ccccc1.Fc1ccccc1.Fc1ccccc1.CC(C)=O
E_tot in eV: -87760.13476
E_LUMO in eV: 0.6
Orbital gap in eV: 9.648
Largest force on an atom in eV/A: 3.4
E_HOMO in eV: -9.09

Entry from OMol25: a 4-piece molecular cluster, C25H22BrF3O19P2 overall at a distorted geometry (ωB97M-V/def2-TZVPD).

Atoms and positions in Å:
C1 -2.41 1.44 -2.77
O1 -2.86 0.42 -3.64
C2 -1.93 0.14 -4.68
C3 -1.34 -1.30 -4.62
P1 0.08 -1.25 -5.92
O2 -0.46 -1.41 -7.29
O3 -2.14 -2.39 -5.17
C4 -1.31 -3.49 -4.87
O4 -1.21 -4.46 -5.48
O5 -0.53 -3.24 -3.71
C5 -1.04 -1.95 -3.25
C6 0.16 -1.34 -2.47
O6 0.47 -2.05 -1.26
C7 0.63 -1.24 -0.20
F1 -0.46 -0.46 0.07
F2 1.68 -0.40 -0.29
F3 0.77 -2.04 0.88
P2 -2.64 -2.42 -2.32
O7 -2.85 -1.27 -1.13
Br1 -2.36 -4.42 -1.25
H1 -2.28 2.43 -3.27
H2 -3.15 1.60 -1.95
H3 -1.44 1.20 -2.26
H4 -1.12 0.90 -4.75
H5 -2.51 0.20 -5.64
H6 1.02 -2.29 -5.68
H7 0.73 0.00 -5.70
H8 1.06 -1.44 -3.15
H9 0.07 -0.24 -2.30
H10 -3.42 -1.63 -0.42
O8 -4.52 -1.80 6.45
C8 -4.10 -1.76 5.30
C9 -2.70 -1.51 4.99
C10 -2.30 -1.46 3.71
O9 -1.02 -1.23 3.39
C11 -3.25 -1.66 2.58
O10 -2.83 -1.58 1.44
C12 -4.65 -1.94 2.90
C13 -5.05 -1.99 4.17
O11 -6.33 -2.25 4.49
H11 -2.02 -1.36 5.81
H12 -0.98 -1.24 2.41
H13 -5.32 -2.10 2.07
H14 -6.36 -2.23 5.47
O12 5.54 -0.74 -3.16
C14 5.94 -0.09 -2.21
C15 5.08 0.26 -1.08
C16 5.56 0.99 -0.07
O13 4.81 1.33 0.98
C17 6.98 1.48 -0.06
O14 7.37 2.16 0.87
C18 7.84 1.11 -1.18
C19 7.36 0.37 -2.19
O15 8.12 0.01 -3.23
H15 4.06 -0.09 -1.10
H16 5.39 1.86 1.57
H17 8.87 1.45 -1.16
H18 7.54 -0.51 -3.82
O16 -2.44 1.49 3.59
C20 -1.58 2.35 3.72
C21 -0.72 2.78 2.62
C22 0.22 3.71 2.82
O17 1.02 4.12 1.83
C23 0.42 4.34 4.16
O18 1.30 5.17 4.30
C24 -0.46 3.93 5.25
C25 -1.40 3.00 5.05
O19 -2.22 2.60 6.04
H19 -0.87 2.31 1.66
H20 1.61 4.80 2.23
H21 -0.32 4.41 6.21
H22 -2.80 1.93 5.64

Computed properties:
Molecular weight in g/mol: 825.3
SMILES string: COC[C@]1([PH2]=O)OC(=O)O[C@]1(COC(F)(F)F)P(O)Br.O=C1C=C(O)C(=O)C=C1O.O=C1C=C(O)C(=O)C=C1O.O=C1C=C(O)C(=O)C=C1O
E_tot in eV: -161954.52712
E_LUMO in eV: -1.8
Orbital gap in eV: 6.889
Largest force on an atom in eV/A: 3.0
E_HOMO in eV: -8.72